{"formula": "C3H6N2O", "method": "ωB97M-V/def2-TZVPD", "multiplicity": 1, "orbital_gap_ev": 10.09, "mol_weight_g_mol": 86.09, "e_above_lowest_kj_mol": 340.37, "energy_ha": -302.56346, "elements": ["N", "C", "C", "O", "C", "N", "H", "H", "H", "H", "H", "H"], "coordinates": [[-2.0543, -1.2834, 0.3234], [-1.2613, -0.3810, -0.1898], [1.4266, 1.1853, 0.2335], [1.0882, 0.3148, 1.2663], [1.7644, 0.4597, -1.0175], [1.9821, -0.1359, -1.9866], [-2.1539, -1.3410, 1.3326], [-2.5709, -1.9883, -0.2001], [-1.2973, -0.4858, -1.2883], [0.6024, 1.8647, -0.0145], [2.2874, 1.7810, 0.5412], [0.1866, 0.0098, 0.9997]]}